117
Properties=species:S:1:pos:R:3 method="wB97M-V/def2-TZVPD" mol_weight_g_mol=881.95 multiplicity=1 charge=+1 orbital_gap_ev=8.31 e_homo_ev=-10.4 e_tot_ha=-3022.97603
C -1.367 -1.236 -2.139
C -1.017 0.050 -1.487
N -0.011 -0.140 -0.439
C -0.300 -0.059 0.989
C 0.926 -0.122 1.635
N 1.905 -0.228 0.661
C 1.345 -0.087 -0.537
C 3.224 0.250 0.821
H -0.561 -1.711 -2.717
H -2.196 -1.076 -2.779
H -1.879 -2.020 -1.376
H -1.850 0.555 -1.031
H -0.585 0.701 -2.118
H -1.149 0.161 1.390
H 1.139 -0.218 2.752
H 1.951 0.249 -1.439
H 3.066 1.240 0.413
H 4.007 -0.033 0.188
H 3.764 -0.053 1.869
C 3.284 3.210 2.557
C 2.701 4.409 1.922
C 1.509 4.960 2.386
C 0.800 4.296 3.444
C 1.377 3.094 3.971
C 2.664 2.646 3.654
O 3.220 1.506 4.229
O 1.037 6.135 1.877
H 4.216 2.949 2.238
H 3.376 4.848 1.224
H -0.095 4.662 3.956
H 0.804 2.530 4.718
H 4.136 1.530 4.372
H 0.314 6.724 2.469
C 3.583 -3.193 1.011
C 4.224 -2.991 -0.453
C 3.450 -3.373 -1.569
C 2.173 -4.095 -1.367
C 1.608 -4.247 -0.147
C 2.272 -3.779 1.091
O 1.600 -3.920 2.321
O 3.929 -3.168 -2.830
H 4.073 -2.704 1.797
H 5.094 -2.708 -0.487
H 1.609 -4.465 -2.258
H 0.524 -4.654 0.024
H 1.128 -4.666 2.354
H 3.452 -3.514 -3.590
C -2.890 3.953 -1.452
C -1.529 3.920 -2.367
C -0.357 3.498 -1.793
C -0.192 3.529 -0.423
C -1.296 3.417 0.279
C -2.583 3.605 -0.087
O -3.666 3.427 0.758
O 0.733 3.676 -2.601
H -3.750 4.032 -2.095
H -1.944 4.135 -3.356
H 0.840 3.553 -0.143
H -1.203 3.180 1.327
H -4.499 3.132 0.399
H 0.578 3.970 -3.496
C 3.865 1.633 -2.855
C 4.633 0.294 -3.092
C 5.902 0.106 -2.388
C 6.261 0.985 -1.450
C 5.528 2.259 -1.253
C 4.260 2.466 -1.848
O 3.562 3.631 -1.736
O 6.645 -1.047 -2.503
H 3.072 1.699 -3.411
H 4.126 -0.349 -3.741
H 7.266 0.812 -1.073
H 6.041 3.024 -0.525
H 2.707 3.719 -2.007
H 6.375 -1.327 -3.321
C -1.330 -1.285 5.233
C -2.673 -1.735 4.645
C -3.392 -0.850 3.918
C -2.778 0.432 3.706
C -1.513 0.885 4.248
C -0.942 -0.001 5.127
O 0.263 0.255 5.631
O -4.614 -1.099 3.301
H -0.784 -1.870 6.061
H -3.025 -2.730 5.029
H -3.497 1.223 3.034
H -1.278 1.878 4.031
H 0.622 -0.489 6.157
H -4.937 -1.749 3.849
C -0.602 -4.987 -4.422
C -1.697 -4.492 -3.457
C -1.765 -5.319 -2.246
C -0.941 -6.413 -1.944
C 0.037 -6.784 -2.962
C 0.226 -5.983 -4.073
O 1.296 -6.269 -4.958
O -2.771 -5.113 -1.365
H -0.633 -4.394 -5.267
H -2.417 -3.723 -3.673
H -1.017 -6.891 -1.129
H 0.602 -7.656 -2.732
H 1.933 -5.688 -5.090
H -3.023 -5.664 -0.722
C -6.244 0.856 0.863
C -7.170 2.011 0.374
C -6.878 2.429 -0.918
C -5.921 1.910 -1.789
C -5.234 0.765 -1.325
C -5.320 0.329 -0.073
O -4.582 -0.852 0.350
O -7.440 3.558 -1.422
H -6.615 0.543 1.893
H -8.148 2.295 0.681
H -5.925 2.309 -2.820
H -4.522 0.420 -2.046
H -4.580 -0.877 1.376
H -7.770 3.617 -2.335